[1]
91
Properties=species:S:1:pos:R:3:lowdin_charge:R:1 method="wB97M-V/def2-TZVPD" e_tot_ha=-6331.05756
C 3.6682 2.4737 -0.6407 -0.120
C 4.9013 -3.2464 2.1129 -0.077
H 1.5249 -4.7581 -1.4694 0.116
H 3.9235 -1.2371 -1.7556 0.101
O -2.7864 1.9489 0.3516 -0.205
H 3.0690 3.7271 5.6627 0.102
C 6.1467 -2.8879 2.5976 -0.087
N 1.5435 0.0318 3.5276 0.118
H -2.5289 4.4975 -1.7053 0.035
H 4.6069 -4.2882 2.0922 0.103
C 1.8206 -1.3477 -3.9974 0.002
H 5.9306 3.2201 -3.0456 0.100
C 2.3526 1.1451 3.5774 -0.371
H -0.5574 2.9293 2.1802 0.038
N 0.4563 -3.4182 2.5267 0.065
C -4.7783 1.8393 -0.9551 -1.510
C 6.5201 -1.5471 2.6316 -0.081
N -0.1256 -0.5957 -2.8277 0.000
N 0.9073 -2.7291 0.4494 -0.044
H 5.7941 -5.0855 -1.6200 0.100
Ba -0.5141 0.7480 -0.3638 1.740
H -1.4421 0.5777 -3.8594 0.095
C 4.0248 -2.2717 1.6449 -0.092
H 1.0883 -4.1757 2.3308 0.092
C 0.2157 0.0251 -5.1151 -0.064
C 3.1235 3.0971 4.7839 -0.094
H -1.4093 5.7277 -1.0562 0.045
H 3.5637 -6.1517 -1.4897 0.101
H 4.6389 4.2825 3.8167 0.096
H 3.8935 4.1325 -1.9730 0.090
Cl -5.2890 1.5160 -2.6145 0.600
C 2.5939 -2.9103 -1.6308 -0.202
H 0.7444 0.0357 4.1399 0.088
H -1.8524 2.8020 -3.7906 0.015
C 1.3771 -2.0465 -1.6239 -0.221
C 1.0192 -1.2945 -2.8572 -0.217
C 5.9400 1.4474 -1.8384 -0.078
P 3.2125 0.3410 1.0741 1.111
N 0.5968 -1.9283 -0.6027 -0.049
C 4.1856 1.2599 -0.1827 -0.373
O -2.5467 1.8254 -1.8637 -0.219
H 1.3119 -0.3442 2.6192 -0.010
H 5.9333 0.4668 2.2201 0.106
H 7.4862 -1.2603 3.0273 0.101
C 3.9991 3.4129 3.7528 -0.100
H -0.1675 -3.4726 3.3105 0.072
H 1.8670 4.9049 -3.3465 0.035
H 2.7497 2.8566 -0.2132 0.082
H 5.7201 -0.2090 -0.5033 0.092
C 1.0676 5.3370 -2.7464 -0.208
H -0.3307 3.0275 -4.7026 0.037
C 5.0003 -3.0960 -1.7036 -0.079
C 0.1394 -2.5649 1.5186 -0.948
Cl -5.3593 3.4497 -0.4713 0.598
Cl -5.4473 0.6092 0.1182 0.624
C 4.8992 -4.4767 -1.6270 -0.090
As -0.1937 3.9400 -2.3814 0.977
C 4.3998 -0.9346 1.6536 -0.362
C 4.2984 3.1823 -1.6484 -0.081
H 1.4752 5.7036 -1.8050 0.041
C 1.4094 -0.6807 -5.1367 -0.051
C 3.2357 1.4625 2.5238 -0.337
C -1.0516 3.4961 -4.0348 -0.191
H 0.6032 6.1620 -3.2837 0.041
S -1.1366 -1.4546 1.8032 0.421
H 5.9740 -2.6241 -1.7465 0.103
C 3.6462 -5.0740 -1.5519 -0.078
C 3.8506 -2.3193 -1.7082 -0.062
H 6.8190 1.0317 -2.3146 0.103
H 4.7267 2.8322 1.8311 0.100
H 1.6312 1.7421 5.5075 0.111
C 4.0452 2.5891 2.6367 -0.103
C 5.3182 0.7465 -0.8111 -0.103
H 1.0425 2.6772 2.3852 0.002
C 5.4416 2.6720 -2.2504 -0.088
H 2.0093 -0.7205 -6.0369 0.110
H 0.4984 3.4898 1.0809 0.010
N 0.3029 2.7012 1.6894 -0.005
C -1.5611 4.6643 -1.2382 -0.182
C 2.4996 -4.2957 -1.5496 -0.029
H 2.7367 -1.9180 -3.9970 0.111
H 6.8273 -3.6474 2.9617 0.100
C -0.5033 0.0406 -3.9329 -0.149
H 3.0485 -2.5520 1.2647 0.068
C 2.3121 1.9808 4.6988 -0.048
H -1.5493 4.1237 -0.2919 0.024
C 5.6477 -0.5778 2.1709 -0.095
H -0.1530 0.5428 -5.9900 0.103
H -1.4724 4.3880 -4.4985 0.048
C -3.2157 1.8660 -0.8100 -0.937
O 0.5749 2.6405 -1.7029 -0.728

=====

[2]
108
Properties=species:S:1:pos:R:3:lowdin_charge:R:1 method="wB97M-V/def2-TZVPD" e_tot_ha=-18685.47755
C -1.1757 -1.2228 4.5895 -1.403
Br -0.7907 -0.2562 2.8961 0.714
N -0.9389 -5.8197 3.4383 -0.292
H -6.2443 1.6161 -4.0547 0.114
O -1.0697 -7.0655 3.6018 0.053
H -5.4614 -5.0972 3.1347 0.111
C 1.2572 4.1374 3.3805 -0.059
O -3.7606 0.3794 1.9360 0.010
C 2.8806 4.8447 -6.1198 -0.089
C 1.7640 4.5623 4.5959 -0.053
C -1.9208 -3.8015 2.4221 -0.017
O 4.9943 1.6308 -0.8003 0.053
H 1.2181 0.8523 4.1042 0.019
H 3.0009 -0.3600 2.1870 0.118
C 3.9224 3.9944 -6.5538 -0.035
H -1.8590 -2.0263 4.3147 -0.045
N -3.6933 0.8314 -3.5576 -0.292
H 0.8908 2.3954 2.2550 0.090
O -2.5523 0.3929 -3.3633 0.067
N 1.9834 -2.6073 1.2198 -0.334
C -5.9506 0.7026 -4.5503 0.011
N 5.4628 0.5478 -0.4411 -0.418
C -3.3304 -5.4967 3.3066 0.009
O -0.6458 1.2095 0.2971 -0.034
O 6.4921 0.3232 0.2271 0.043
O -3.4181 2.5059 1.9865 0.097
C 2.0786 3.1360 -4.5811 0.045
O 2.4564 0.3733 6.4571 0.020
C -4.6674 0.0617 -4.3623 -0.113
H -4.8390 0.8915 -0.2233 0.106
C 4.7237 -2.3214 4.3848 -0.081
O -4.0323 1.9613 -3.1409 0.030
H 4.9257 -4.5124 4.1492 0.108
C -6.6766 -1.3677 -5.5806 -0.075
N 2.0470 1.5011 6.7328 -0.310
O 1.4405 -3.6770 0.9926 0.064
C 3.3186 -1.2366 2.7319 -0.023
H -5.2812 -2.9589 -5.7674 0.114
C -4.4268 -1.2129 -4.8424 0.008
C -3.0282 -3.0398 2.0423 -0.058
O 4.5428 0.5280 -4.3785 0.061
N -0.7983 4.0999 -1.9360 -0.397
O 0.0694 -5.1989 3.8367 0.034
O 2.8122 0.8922 -3.1539 0.005
Br -2.0298 0.0011 5.9784 0.521
C 4.6803 -0.6362 -0.8734 0.043
C 4.4481 -3.5774 3.8958 -0.041
C 2.8764 -2.4782 2.3763 -0.167
O -1.5004 -0.7106 -0.2761 0.002
H -3.4816 -1.7064 -4.6707 0.117
C 3.2116 2.3562 -4.8829 -0.139
H 1.8882 5.5982 4.8749 0.101
H -2.9640 -2.0748 1.5616 0.076
H 1.1228 -0.1765 -1.1582 0.084
N 3.5588 1.1784 -4.0736 -0.332
H 1.3870 2.8077 -3.8194 0.081
C -5.4501 -1.9355 -5.4666 -0.067
H -3.4783 -6.4369 3.8169 0.120
H -2.7002 4.8696 -2.1681 0.112
O 1.7268 -1.6385 0.5594 0.023
H -2.5697 3.2283 -1.5194 0.053
N -3.6300 1.4809 1.4256 -0.461
C -3.9920 1.5294 0.0294 -0.001
H 3.8480 -0.6885 -0.1716 0.074
H 0.3449 1.2622 -1.8555 0.085
C 1.5860 -3.3530 -2.5929 -1.468
C -2.0670 -5.0253 3.0330 -0.170
C 1.0734 2.7695 3.2515 -0.086
C 1.3453 1.9082 4.2917 -0.036
C -4.2707 -3.5465 2.3593 -0.089
Br -0.3229 -2.9320 -2.5391 0.627
H -0.9353 -3.4049 2.2274 0.096
C -4.4566 -4.7376 2.9689 -0.063
H 5.3534 -1.4935 -0.8849 0.108
H -3.1034 1.2646 -0.5436 0.071
H 2.9829 -4.6139 2.5357 0.110
C 1.7846 2.3714 5.5696 -0.145
H -2.3272 4.5382 -0.4108 0.107
H -0.3148 -0.4046 -2.3216 0.009
H 4.6305 -0.2286 4.0750 0.116
H -5.1069 -3.0220 1.9209 0.112
H 4.3063 -0.2824 -1.8342 0.054
H -4.5236 2.4615 -0.1619 0.104
H 4.5651 4.2542 -7.3820 0.104
H 0.8949 4.8320 2.6371 0.110
N -0.6885 0.1991 -0.4128 -0.414
Br 2.3906 -2.2225 -4.0060 0.600
O 1.9753 1.9404 7.8979 0.064
Br 0.4769 -2.0028 5.2325 0.646
O 0.1462 4.5966 -1.2974 0.063
O -0.6261 3.3417 -2.8907 0.027
C -2.1747 4.2418 -1.4486 0.039
C 4.2388 -1.1932 3.7878 -0.059
H 2.3810 4.1512 6.5848 0.121
C 4.0984 2.8094 -5.8146 -0.022
C -6.9218 -0.0631 -5.1369 -0.072
H 4.9770 2.2470 -6.0943 0.116
H -7.4471 -1.9537 -6.0596 0.111
C 0.2011 0.2153 -1.5884 -0.002
H 2.0027 -3.1139 -1.6145 -0.062
C 1.9732 3.6848 5.7001 -0.021
C 3.4313 -3.6999 2.8959 0.043
Br 1.9169 -5.3421 -2.7366 0.521
H 1.3287 5.1492 -4.7341 0.107
H -7.9051 0.3477 -5.3128 0.109
C 2.0410 4.4478 -5.1428 -0.069
H 2.6703 5.7757 -6.6253 0.107
H 5.4037 -2.2566 5.2213 0.115

=====

[3]
79
Properties=species:S:1:pos:R:3:lowdin_charge:R:1 method="wB97M-V/def2-TZVPD" total_charge=+2 e_tot_ha=-3386.87635
H -0.9118 0.7749 -5.9165 0.109
C 2.4917 2.1210 -0.5209 -0.082
Cl -0.8688 2.0428 3.7063 0.639
H -0.9688 -1.0682 -1.2262 0.058
H 2.7166 -0.0951 3.8546 0.008
C -0.4584 -0.8222 -0.2786 -0.245
H 1.4887 -0.7606 4.9881 0.043
P -1.4621 -0.6684 1.2111 0.962
H 3.6480 5.3003 -0.1466 0.124
H -2.7907 0.4101 3.6610 0.032
H -5.1406 3.6345 0.3453 0.123
H -1.5559 -1.9672 -5.0759 0.128
C -1.7308 -0.4828 -3.5361 -0.149
H 0.3242 2.8645 -4.1044 0.110
H 2.2299 2.5417 2.8513 0.086
C -1.7651 0.3955 4.0573 -0.460
Ti 0.0485 -0.0773 3.0449 0.676
H 3.1249 4.7831 2.2268 0.120
C -0.9643 1.4286 -5.0342 -0.184
H -1.5187 2.3339 -5.3361 0.117
H 2.0409 1.5054 -3.1975 0.076
C -2.1815 2.0041 0.7757 -0.139
C 2.9960 -2.2526 1.9620 -0.109
H -0.8118 -2.3951 -3.5307 0.101
C 1.2765 0.9941 -3.7887 -0.113
C -2.6493 0.6851 0.8605 -0.358
C -1.7381 0.8057 -3.8956 -0.095
H -4.5219 -5.4296 1.9118 0.125
H -1.1053 2.1995 0.8219 0.087
C 5.3903 -2.5893 1.9616 -0.041
H 1.9160 -0.9207 -3.1929 0.092
C -2.7855 -2.6218 2.7758 -0.087
H 1.9867 -2.6222 2.1681 0.103
C 2.2539 1.7999 0.8191 -0.358
H 4.5980 0.5371 0.8395 0.110
C 2.9781 3.3822 -0.8702 -0.040
P 1.6691 0.1110 1.2331 0.974
H 1.0047 2.1498 -5.5679 0.129
H -3.8086 -4.6905 -0.3551 0.123
H 6.5640 -0.9365 1.2169 0.122
C -3.0818 3.0614 0.6671 -0.056
H 1.5202 -0.9483 -1.0646 0.085
H -2.4271 -0.8274 -2.7623 0.087
H 0.9851 -2.1424 -4.8955 0.117
C 0.4512 1.9116 -4.6418 -0.178
H -5.9626 1.2797 0.3464 0.121
H 2.2827 1.3658 -1.2817 0.075
C -4.4440 2.8094 0.4899 -0.040
C 5.5643 -1.3050 1.4418 -0.042
C -4.0181 0.4307 0.6976 -0.064
C -4.9035 1.4923 0.4910 -0.045
H -1.7773 0.2052 5.1457 0.046
H 3.9571 -4.0487 2.6596 0.120
H 1.7135 1.0277 4.8640 0.026
H -2.7150 4.0857 0.7238 0.120
C 1.7308 0.0775 4.3034 -0.205
C -3.5202 -4.1172 0.5242 -0.036
C 0.4471 -1.1873 -4.7810 -0.183
C 1.2558 -0.3403 -3.8423 -0.118
H -3.8185 -4.1424 3.9159 0.122
C 2.4531 2.7750 1.8130 -0.086
C -2.4199 -2.1895 1.4920 -0.367
C 2.9476 4.0331 1.4577 -0.049
H -4.3810 -0.5968 0.7486 0.110
C -3.5255 -3.7982 2.9237 -0.046
H 3.1735 3.6181 -1.9184 0.121
H -2.5035 -2.0311 3.6452 0.080
H -2.4263 -2.6276 -0.6126 0.099
H 0.3576 -0.7506 -5.7836 0.110
C 4.1036 -3.0561 2.2329 -0.053
C -3.9119 -4.5332 1.8008 -0.035
C -0.9556 -1.5642 -4.2393 -0.184
H -2.3829 1.5191 -3.3656 0.106
C 3.1630 -0.9506 1.4666 -0.365
C 0.8785 -0.6116 -0.2327 -0.252
H 6.2549 -3.2245 2.1484 0.123
C 3.2272 4.3313 0.1246 -0.040
C 4.4617 -0.4794 1.2088 -0.059
C -2.7624 -2.9557 0.3705 -0.077

=====

[4]
88
Properties=species:S:1:pos:R:3:lowdin_charge:R:1 method="wB97M-V/def2-TZVPD" multiplicity=4 total_charge=+1 e_tot_ha=-4504.63080
F -4.2257 -2.1531 2.3699 0.133
C 1.7871 -3.1995 1.6741 -0.262
C -2.4817 -4.6560 -0.9015 -0.063
C 3.8137 -1.3212 -2.8054 -0.027
H 1.7187 2.9299 2.6096 0.093
N 1.3607 0.9552 3.0703 -0.002
C -4.0158 1.5093 -0.3771 -0.031
H 2.2900 4.6627 0.8621 0.081
H 1.0918 -0.9855 3.7348 0.059
C -3.8569 0.0054 1.4861 -0.117
O 3.3618 0.5316 1.2561 -0.034
H -3.6606 0.4054 -4.7255 0.112
C 1.6275 2.2199 3.4216 -0.126
H -1.5492 2.4634 2.0826 0.056
H -1.0793 3.6619 -0.1868 0.106
H 4.2570 -0.4142 -0.5182 0.142
H 4.4447 -2.1247 -4.6847 0.116
H 3.7073 -2.2383 1.4111 0.066
C 1.6131 3.0616 -0.4388 -0.261
H -0.5501 3.7115 2.8307 0.068
C 1.4346 -1.2048 -2.4040 -0.283
H 3.3998 4.2378 -0.4412 0.092
H 1.9832 3.6506 4.9760 0.119
C 3.1826 -0.4050 -0.6812 -0.093
C 2.3039 -2.0855 -4.4925 -0.044
C -4.5299 -0.8540 2.5258 -0.602
C 2.7472 -0.9775 -1.9663 -0.187
H 3.7728 -3.9934 1.6338 0.087
H -2.6060 -1.0828 -3.0864 0.099
C 1.7830 2.6134 4.7380 -0.027
H 2.7556 0.7080 1.9955 0.030
H -2.1255 2.1053 -1.1760 0.102
C -2.7275 0.7031 -4.2597 -0.060
N 2.4993 0.1076 0.2583 -0.057
Co 0.3459 0.2813 0.7835 0.543
C -4.6268 0.7329 0.6019 0.017
C -1.1348 -4.7267 -1.2321 -0.063
F -4.1892 -0.4979 3.7705 0.143
H 4.8280 -1.1491 -2.4588 0.119
N -1.8745 0.8267 0.4316 -0.056
H -2.8569 -1.2986 -0.8853 0.089
H -0.4443 3.2012 -4.2871 0.110
H 2.0364 2.1795 -0.9081 0.086
H 0.0623 -2.4289 1.1384 0.009
S -1.3017 -0.7407 2.3840 0.759
H 0.1169 4.6057 0.6841 0.119
C 1.6803 1.6617 5.7418 -0.103
I 1.3011 -1.1603 6.8049 0.936
C -3.0948 -3.4186 -0.7738 -0.055
C -2.1368 1.9115 -4.5959 -0.069
C 3.6019 -1.8707 -4.0545 -0.049
H 0.6134 1.7076 -2.6404 0.089
C 1.4418 0.3457 5.3785 -0.706
C -2.6435 1.5240 -0.4227 -0.145
C 1.2395 -1.7505 -3.6727 -0.073
H 3.2508 3.1693 0.9601 0.065
C -1.1642 3.4740 1.9640 -0.043
H 1.7951 1.9392 6.7827 0.109
O 0.5729 2.6054 0.4502 -0.251
H -4.5954 2.0846 -1.0859 0.114
H 1.3481 -4.1887 1.5368 0.120
P -0.0576 -0.7539 -1.4335 1.125
C 2.6977 3.8263 0.2886 -0.056
C -0.9344 0.2241 -2.7168 -0.363
H 1.1594 3.6759 -1.2202 0.123
C -0.3363 1.4324 -3.0799 -0.107
H -2.0091 4.1646 1.9568 0.095
C -2.4486 0.0691 1.3903 -0.687
F -5.8722 -0.7479 2.4313 0.130
C -2.1285 -0.1415 -3.3284 -0.081
H -2.6065 2.5645 -5.3206 0.110
C -0.4003 -3.5660 -1.4359 -0.090
H 3.2291 -3.3282 0.0828 0.078
H -3.0516 -5.5633 -0.7415 0.112
C 3.2096 -3.1813 1.1680 -0.067
O 0.9951 -2.2340 0.9477 -0.215
C -0.4034 3.6476 0.6688 -0.238
C -2.3625 -2.2567 -0.9783 -0.110
H 2.1201 -2.5091 -5.4722 0.116
H -4.1430 -3.3526 -0.5077 0.113
H -5.7058 0.6859 0.6726 0.130
H 1.7611 -2.9697 2.7423 0.105
H 0.6555 -3.6397 -1.6663 0.107
C -1.0070 -2.3154 -1.3156 -0.346
H -0.6486 -5.6913 -1.3256 0.111
H 0.2278 -1.9138 -4.0263 0.118
C 1.2894 0.0345 4.0431 -0.242
C -0.9279 2.2718 -4.0104 -0.067

=====

[5]
87
Properties=species:S:1:pos:R:3:lowdin_charge:R:1 method="wB97M-V/def2-TZVPD" multiplicity=4 e_tot_ha=-8442.11098
C 4.3996 -1.3217 2.6462 -0.086
H -1.0158 -5.0553 1.8775 0.105
C -0.9477 -2.1658 -3.2382 -0.371
H -1.5901 3.8103 5.1480 0.101
H -1.0453 -0.3819 4.2852 0.078
C -2.7186 0.1033 -4.2962 -0.539
O 3.3201 -1.8601 -6.6037 0.081
H 5.0769 1.8419 -4.1490 0.109
H -0.8182 -2.1385 -4.3182 0.021
H -4.6512 2.5323 -3.7890 0.012
N 2.4531 -1.5435 -5.8141 -0.350
H -0.6222 2.6294 0.1358 0.039
H 0.6332 2.8641 5.6958 0.099
C 0.1734 2.6590 4.7376 -0.093
C -0.6616 -4.0328 1.8453 -0.079
H -3.7793 0.3505 -4.2601 0.042
C -0.9526 2.2472 2.1862 -0.343
N -2.6613 -0.7052 0.9330 0.032
C -1.3974 2.2268 0.7905 -0.202
O 0.0978 0.3606 -1.7366 -0.208
C 2.6019 0.1285 1.8999 -0.274
C 0.7999 1.8272 3.8272 -0.125
H 0.7064 -1.7631 -0.2402 0.094
H -4.3159 4.0431 -2.9215 0.014
Se -2.2485 2.6372 -2.9357 0.929
Co -1.1625 0.3845 -0.1278 0.568
C 0.2139 1.5562 2.5946 -0.322
H -2.1171 1.8897 -5.3097 0.069
C 2.0522 0.8399 -2.9912 -0.097
C -0.1210 -3.5083 0.6825 -0.085
H 1.7452 1.3606 4.0826 0.108
H -0.0645 -1.7895 -2.7311 -0.013
H -0.8303 1.1603 -4.3450 0.044
C -0.7406 -3.2399 2.9800 -0.043
C -3.1449 -1.8754 0.5531 -0.092
P 0.8369 0.3294 1.4050 1.153
C 0.2901 -2.1869 0.6711 -0.138
C 1.0677 1.1882 -1.8999 -0.614
H -4.3924 -4.1211 0.0102 0.099
C -0.2951 -1.1750 4.3027 -0.027
H -2.5673 3.4640 2.9116 0.109
N -4.4713 -3.8422 0.9708 0.143
H -2.3463 2.7418 0.6350 0.051
C -1.8948 1.3687 -4.3765 -0.550
H -0.0386 -4.1180 -0.2092 0.105
C 2.7345 -0.4663 -4.8780 -0.134
H 6.3289 -0.4034 2.8506 0.102
H -4.2153 -0.6290 3.8997 0.114
H 3.3969 2.3716 -2.3878 0.121
H 2.7616 3.1470 2.4171 0.085
C -1.0694 3.1994 4.4202 -0.084
H 0.6700 -0.7112 4.4946 0.074
H -2.5423 -0.5301 -5.1674 0.066
C -4.0228 -2.6178 1.3623 -0.367
O 1.2495 2.2283 -1.2743 0.007
C -3.9100 -0.9919 2.9258 -0.102
C -3.9316 3.3363 -3.6529 -0.406
H 3.9226 3.1579 1.0837 0.083
H 5.5185 1.8255 2.1860 0.111
Se -2.4837 -1.0699 -2.7362 0.954
C 0.2260 -1.3766 1.8136 -0.338
H -2.8470 -2.2683 -0.4064 0.046
C 4.8303 0.9883 2.2108 -0.052
C 3.0750 -1.1261 2.2935 -0.082
H -3.7531 3.8500 -4.5946 0.019
C 3.4997 1.2130 1.8631 -0.269
C 3.0837 2.6139 1.5188 -0.044
C -0.2702 -1.9272 3.0034 -0.263
O 1.3567 -2.0755 -5.7629 0.064
N -4.3984 -2.1724 2.5572 0.136
H 4.7318 -2.2992 2.9718 0.102
C 3.9188 0.2481 -4.9832 0.003
H -2.6842 0.7111 2.4469 0.085
H 4.6219 -0.0017 -5.7644 0.118
C 3.2331 1.5700 -3.0954 0.008
H -1.1578 -3.1857 -2.9238 0.019
C 4.1606 1.2711 -4.0821 -0.049
C 5.2873 -0.2608 2.5920 -0.085
C -1.6238 2.9967 3.1701 -0.060
H 2.2580 2.6287 0.8156 0.049
H 2.4011 -1.9709 2.3299 0.095
H -5.1802 -4.2732 1.5372 0.101
C 1.8058 -0.1841 -3.8872 0.055
C -3.0595 -0.2510 2.1332 -0.105
H -0.5253 -1.8502 5.1266 0.082
H -1.1641 -3.6551 3.8876 0.113
H 0.9103 -0.7796 -3.8285 0.075